{"formula": "C29H33F35N12O27S13", "method": "ωB97M-V with the def2-TZVPD basis set", "charge": -4, "relative_energy_kcal_mol": 0.0, "spin_multiplicity": 1, "symbols": ["C", "C", "N", "C", "C", "N", "C", "C", "H", "H", "H", "H", "H", "H", "H", "H", "H", "H", "H", "C", "C", "N", "C", "C", "N", "C", "C", "H", "H", "H", "H", "H", "H", "H", "H", "H", "H", "H", "C", "C", "N", "C", "C", "N", "C", "C", "H", "H", "H", "H", "H", "H", "H", "H", "H", "H", "H", "N", "S", "O", "O", "F", "S", "O", "O", "F", "C", "F", "F", "F", "S", "O", "O", "O", "C", "F", "F", "F", "S", "O", "O", "N", "S", "O", "O", "C", "F", "F", "F", "C", "F", "F", "F", "S", "O", "O", "N", "S", "O", "O", "C", "F", "F", "F", "C", "F", "F", "F", "S", "O", "O", "N", "S", "O", "O", "C", "F", "F", "F", "C", "F", "F", "F", "S", "O", "O", "N", "S", "O", "O", "C", "F", "F", "F", "C", "F", "F", "F", "S", "O", "O", "N", "S", "O", "O", "C", "F", "F", "F"], "xyz": [[-2.51, -3.59, -1.25], [-2.90, -4.42, -0.07], [-1.91, -4.26, 1.05], [-0.78, -4.96, 1.27], [-0.26, -4.48, 2.47], [-1.13, -3.46, 2.88], [-2.15, -3.40, 2.00], [-0.88, -2.54, 4.03], [-2.44, -2.52, -1.00], [-3.22, -3.72, -2.06], [-1.56, -3.89, -1.71], [-3.16, -5.49, -0.15], [-3.75, -3.93, 0.45], [-0.50, -5.82, 0.68], [0.68, -4.77, 2.98], [-3.01, -2.79, 2.18], [-0.66, -2.98, 5.01], [-1.75, -1.91, 4.07], [-0.01, -1.89, 3.77], [-3.68, 0.62, -4.22], [-2.69, 1.79, -4.26], [-1.87, 1.70, -3.07], [-2.09, 2.12, -1.77], [-1.00, 1.78, -1.05], [-0.11, 1.17, -1.89], [-0.62, 1.18, -3.14], [1.29, 0.68, -1.60], [-4.62, 1.02, -3.93], [-3.42, -0.13, -3.49], [-3.77, 0.16, -5.20], [-3.12, 2.80, -4.39], [-1.99, 1.57, -5.07], [-3.05, 2.55, -1.43], [-0.84, 1.84, 0.03], [-0.12, 0.67, -3.92], [2.00, 1.44, -1.39], [1.62, 0.09, -2.46], [1.18, 0.23, -0.60], [1.97, 3.02, 1.85], [3.26, 2.24, 1.99], [3.00, 0.88, 1.47], [1.93, 0.04, 1.83], [2.10, -1.18, 1.19], [3.24, -1.04, 0.44], [3.81, 0.15, 0.67], [3.81, -2.10, -0.38], [1.75, 3.02, 0.76], [2.06, 4.06, 2.14], [1.20, 2.49, 2.39], [3.57, 2.17, 3.03], [4.03, 2.65, 1.30], [1.27, 0.29, 2.59], [1.49, -2.09, 1.17], [4.72, 0.50, 0.12], [4.87, -2.22, -0.18], [3.50, -1.88, -1.43], [3.31, -3.01, -0.01], [6.43, -8.02, 0.30], [6.33, -6.75, -0.68], [6.01, -7.24, -1.96], [7.22, -5.70, -0.49], [4.94, -5.90, -0.09], [7.60, -8.22, 1.35], [7.29, -9.41, 2.08], [8.08, -7.05, 2.01], [8.69, -8.72, 0.30], [-3.33, -8.61, -2.02], [-4.23, -8.19, -1.11], [-3.25, -9.95, -1.87], [-3.87, -8.37, -3.19], [-1.66, -7.89, -1.74], [-1.74, -6.48, -2.01], [-1.58, -8.21, -0.34], [-0.84, -8.66, -2.64], [-7.19, -0.67, 3.58], [-7.73, 0.63, 3.41], [-7.20, -0.88, 4.83], [-8.01, -1.57, 2.96], [-5.51, -0.84, 2.67], [-5.22, -2.21, 2.81], [-5.83, -0.15, 1.48], [-4.47, -0.09, 3.57], [-4.19, 1.52, 3.57], [-3.42, 2.02, 2.48], [-5.31, 2.31, 4.02], [-3.01, 1.44, 5.01], [-1.73, 1.26, 4.60], [-3.07, 2.59, 5.73], [-3.25, 0.57, 5.94], [-9.58, 5.19, -2.50], [-10.88, 5.64, -2.72], [-9.28, 5.61, -1.30], [-9.65, 3.87, -2.47], [-8.54, 5.70, -3.89], [-9.14, 5.10, -5.05], [-8.69, 7.13, -3.69], [-7.16, 5.09, -3.37], [-6.04, 4.94, -4.38], [-5.35, 3.64, -4.26], [-6.38, 5.34, -5.71], [-4.61, 6.23, -3.95], [-4.26, 6.13, -2.67], [-3.52, 6.14, -4.64], [-5.07, 7.41, -4.03], [6.06, -0.07, -3.35], [6.45, -0.75, -4.46], [6.39, -0.73, -2.28], [6.87, 1.02, -3.16], [4.39, 0.45, -3.44], [3.95, 0.77, -2.08], [4.44, 1.63, -4.26], [3.65, -0.82, -3.92], [2.80, -0.89, -5.30], [1.65, -0.03, -5.27], [3.63, -1.04, -6.46], [2.13, -2.59, -5.13], [1.20, -2.66, -4.20], [1.50, -2.79, -6.34], [2.92, -3.59, -5.00], [0.86, 6.35, 1.01], [0.90, 5.39, 0.07], [-0.11, 7.26, 0.76], [0.49, 5.85, 2.21], [2.48, 7.20, 1.18], [2.44, 8.17, 2.21], [3.33, 6.04, 1.30], [2.50, 7.78, -0.26], [3.17, 8.91, -1.00], [4.41, 9.37, -0.44], [3.03, 8.71, -2.42], [2.19, 10.46, -0.78], [2.97, 11.38, -1.44], [1.01, 10.53, -1.41], [1.98, 10.88, 0.45], [5.39, -0.55, 4.56], [4.42, -0.02, 5.36], [5.31, 0.08, 3.33], [6.54, -0.38, 5.10], [5.11, -2.48, 4.25], [4.65, -2.55, 2.88], [6.32, -3.11, 4.57], [4.01, -2.67, 5.41], [2.47, -2.51, 5.13], [2.08, -1.30, 4.42], [1.88, -3.78, 4.77], [1.93, -2.31, 6.91], [2.52, -3.24, 7.67], [2.18, -1.04, 7.26], [0.59, -2.47, 6.95]]}


{"formula": "C3H14N2O2", "method": "ωB97M-V with the def2-TZVPD basis set", "charge": 0, "relative_energy_kcal_mol": 65.3, "spin_multiplicity": 1, "symbols": ["N", "C", "C", "N", "C", "H", "H", "H", "H", "H", "H", "H", "H", "H", "H", "H", "H", "O", "H", "H", "O"], "xyz": [[1.03, -0.36, 1.79], [0.13, -0.64, 0.66], [-0.56, 0.60, -0.06], [-0.01, 0.68, -1.25], [-0.57, 1.53, -2.20], [1.90, -1.01, 1.84], [0.80, 0.42, 2.43], [-0.75, -1.35, 0.82], [0.70, -1.27, 0.00], [-0.64, 1.52, 0.52], [-1.62, 0.26, -0.20], [1.00, 0.67, -1.12], [-0.81, 1.09, -3.21], [-0.07, 2.51, -2.26], [-1.53, 1.85, -1.63], [0.85, -0.43, -2.40], [1.46, -1.66, -3.08], [1.64, -0.85, -2.65], [-0.35, -1.11, 3.49], [-1.80, -1.29, 4.18], [-0.79, -1.15, 4.34]]}